[1]
Here is a molecular structure, C28H47BCrF4N4P from the Open Molecules 2025 dataset. Energies are from ωB97M-V/def2-TZVPD.

## Properties
⟨S²⟩: 3.778
charge: 0
multiplicity: 4
HOMO energy (alpha / beta): -7.17 / -7.42 eV
electronic energy: -3124.55311 Eh

```
86
Properties=species:S:1:pos:R:3:lowdin_spin:R:1
Cr -1.26 0.55 -0.62 2.7941
C -0.97 2.72 1.40 0.0023
N -1.75 2.42 0.17 -0.0205
C -3.20 2.49 0.49 0.0034
C -1.36 3.38 -0.87 0.0081
C -1.82 4.68 -0.90 -0.0013
C -1.36 5.55 -1.87 0.0088
C -0.44 5.10 -2.81 -0.0008
C 0.03 3.80 -2.77 0.0064
C -0.41 2.91 -1.79 0.0019
N -0.02 1.58 -1.67 0.0033
C 1.04 1.10 -2.46 0.0043
C 2.32 1.62 -2.34 0.0003
C 3.36 1.16 -3.13 0.0001
C 3.13 0.16 -4.06 0.0000
C 1.86 -0.38 -4.19 0.0003
C 0.81 0.08 -3.40 0.0008
N -0.51 -0.45 -3.49 0.0026
C -0.73 -1.51 -2.53 0.0032
C -0.97 -0.83 -4.82 0.0002
H -1.18 3.74 1.72 -0.0007
H 0.09 2.61 1.17 -0.0002
H -1.25 2.02 2.18 -0.0001
H -3.43 3.43 1.01 -0.0003
H -3.45 1.66 1.14 0.0002
H -3.78 2.43 -0.42 0.0001
H -2.54 5.02 -0.16 -0.0002
H -1.73 6.57 -1.91 0.0006
H -0.09 5.76 -3.59 -0.0003
H 0.74 3.46 -3.52 0.0004
H 2.50 2.41 -1.61 0.0001
H 4.35 1.58 -3.02 0.0000
H 3.93 -0.21 -4.68 0.0000
H 1.67 -1.16 -4.91 0.0000
H -0.10 -2.40 -2.73 0.0001
H -1.78 -1.81 -2.53 0.0006
H -0.43 -1.21 -1.52 0.0013
H -0.50 -1.75 -5.19 0.0002
H -0.75 -0.02 -5.52 0.0000
H -2.05 -0.98 -4.78 0.0000
C 2.57 0.25 0.75 0.0001
C 2.19 -1.19 1.14 0.0062
C 3.22 -1.70 2.16 0.0013
C 2.32 -2.00 -0.16 0.0004
P 0.38 -1.20 1.70 0.0385
N -0.47 -0.24 0.82 0.0665
C -0.33 -2.97 1.67 0.0068
C 0.64 -4.10 2.02 0.0008
C -0.93 -3.25 0.29 0.0008
C -1.52 -3.04 2.64 0.0007
C 0.29 -0.61 3.49 0.0057
C 0.85 -1.58 4.55 0.0007
C 1.09 0.70 3.60 0.0012
C -1.18 -0.26 3.80 0.0016
H 3.46 0.20 0.11 0.0000
H 2.83 0.87 1.60 0.0000
H 1.78 0.73 0.18 -0.0003
H 4.21 -1.59 1.71 0.0004
H 3.09 -2.75 2.41 0.0000
H 3.21 -1.12 3.08 0.0000
H 3.38 -2.13 -0.38 0.0002
H 1.88 -1.45 -1.00 0.0000
H 1.87 -2.99 -0.12 0.0000
H 1.48 -4.17 1.33 0.0001
H 0.09 -5.04 1.95 0.0003
H 1.03 -4.04 3.03 0.0000
H -0.19 -3.34 -0.50 0.0000
H -1.66 -2.49 0.02 0.0004
H -1.46 -4.21 0.35 0.0000
H -1.22 -2.98 3.69 0.0000
H -2.00 -4.01 2.50 0.0001
H -2.25 -2.27 2.43 0.0003
H 1.61 -2.26 4.16 0.0001
H 0.06 -2.19 5.00 0.0001
H 1.32 -1.02 5.36 0.0002
H 2.17 0.53 3.60 0.0000
H 0.85 1.17 4.56 0.0000
H 0.85 1.41 2.80 0.0006
H -1.73 -1.10 4.21 0.0000
H -1.70 0.08 2.91 0.0008
H -1.21 0.54 4.54 0.0001
F -3.17 -0.51 -0.29 0.0240
B -3.84 -0.11 -1.52 0.0013
F -5.02 0.52 -1.24 0.0000
F -3.95 -1.19 -2.36 -0.0001
F -2.86 0.83 -2.05 0.0208
```

[2]
Here is a molecular structure, C3H9AlCl from the Open Molecules 2025 dataset. Energies are from ωB97M-V/def2-TZVPD.

## Properties
charge: -1
HOMO energy: -4.76 eV
electronic energy: -822.34253 Eh

```
14
Properties=species:S:1:pos:R:3:nbo_charge:R:1
Al -1.63 -0.89 -0.69 0.8876
C -0.47 0.77 -0.60 -0.9297
C 0.45 0.83 0.63 -0.4254
C 1.50 -0.28 0.58 -0.3165
Cl 3.10 0.25 1.27 -0.1614
H -2.69 -0.81 0.55 -0.4159
H -2.40 -0.98 -2.13 -0.4106
H -0.65 -2.19 -0.48 -0.4239
H 0.15 0.88 -1.51 0.1877
H -1.12 1.66 -0.59 0.2009
H -0.15 0.70 1.54 0.1955
H 0.97 1.79 0.74 0.1836
H 1.23 -1.15 1.15 0.2181
H 1.71 -0.59 -0.45 0.2101
```